Record 1
Density functional theory data (the ωB97M-V functional and the def2-TZVPD basis) for C20H26FN5S in the gas phase in a non-equilibrium geometry.

Results
Structure (SMILES): CCCCn1c2ccc(F)cc2c2nnc(SCCN3CCCCC3)nc21
Electronic energy: -1549.5441 Ha
Energy relative to the best compared isomer or geometry (same formula, charge and spin): 0.2196 eV

Geometry as ORCA input:
```
! RIJCOSX wB97M-V def2-TZVPD def2/J DEFGRID3
* xyz 0 1
C 2.67017 1.66888 -4.62412
C 2.63271 1.33954 -3.13716
C 1.92486 0.01328 -2.87389
C 1.88752 -0.31652 -1.37996
N 1.21382 -1.56411 -1.12620
C 1.73850 -2.83966 -1.26943
C 3.02394 -3.22051 -1.61884
C 3.30540 -4.57308 -1.68366
C 2.31552 -5.50930 -1.40374
F 2.64096 -6.81680 -1.48267
C 1.02688 -5.16205 -1.05220
C 0.74146 -3.80619 -0.98597
C -0.44391 -3.06637 -0.66888
N -1.66990 -3.40952 -0.32015
N -2.52583 -2.45743 -0.10091
C -2.16385 -1.18220 -0.22629
S -3.42758 -0.03257 0.08100
C -2.52497 1.53779 -0.16977
C -1.61210 1.92017 0.99456
N -2.29521 2.77615 1.94348
C -1.40485 3.55230 2.78574
C -0.71806 2.72666 3.88054
C -1.77637 2.03933 4.74044
C -2.71173 1.21918 3.85499
C -3.30050 2.10908 2.75444
N -0.95349 -0.71470 -0.56048
C -0.08633 -1.68468 -0.78523
H 3.19996 0.89440 -5.17412
H 3.17638 2.61613 -4.79176
H 1.66158 1.74315 -5.02400
H 2.11461 2.13732 -2.60060
H 3.65313 1.28813 -2.75042
H 0.90045 0.06359 -3.24938
H 2.43668 -0.78975 -3.40929
H 2.90280 -0.37457 -0.97681
H 1.33577 0.45879 -0.84219
H 3.78986 -2.49300 -1.83571
H 4.29062 -4.91992 -1.95170
H 0.27834 -5.90671 -0.83958
H -1.95158 1.40935 -1.08511
H -3.29128 2.29769 -0.30924
H -1.19452 1.00343 1.43879
H -0.77621 2.49614 0.58636
H -0.66032 4.04035 2.15104
H -2.01062 4.33355 3.25650
H -0.07062 1.97581 3.42155
H -0.09353 3.37909 4.49335
H -1.30140 1.39934 5.48753
H -2.35695 2.79965 5.26937
H -2.16192 0.38990 3.40441
H -3.52249 0.79358 4.44760
H -3.94842 1.52296 2.10180
H -3.90742 2.89489 3.21600
*
```

=====

Record 2
Density functional theory data (the ωB97M-V functional and the def2-TZVPD basis) for 2 unconnected molecules or ions with the total composition C5H13N2.

Results
Electronic energy: -307.5041 Ha
Energy relative to the best compared isomer or geometry (same formula, charge and spin): 3.1970 eV

Geometry as ORCA input:
```
! RIJCOSX wB97M-V def2-TZVPD def2/J DEFGRID3
* xyz 1 1
C 2.10525 1.29522 -1.01960
N 0.97225 2.17087 -0.55615
C -0.21318 1.39189 -0.06467
H 2.79173 1.89147 -1.61347
H 2.61155 0.92524 -0.13408
H 1.65897 0.50755 -1.61852
H 0.62859 2.75845 -1.31591
H 1.28874 2.81485 0.16886
H -0.64865 0.87378 -0.91116
H -0.90030 2.11943 0.36861
H 0.07491 0.71386 0.73368
C -1.92294 -1.45308 0.81042
C -1.78379 -2.26914 1.85330
C -0.16291 -2.04912 -0.55629
N -1.31786 -1.53632 -0.47425
H -2.45652 -0.51357 0.90551
H -1.11026 -3.11309 1.91026
H -2.33398 -2.02446 2.75153
H 0.27984 -2.16019 -1.54480
H 0.43858 -2.34364 0.30672
*
```

=====

Record 3
Density functional theory data (the ωB97M-V functional and the def2-TZVPD basis) for 2 unconnected molecules or ions with the total composition C7H10FNO4 in a non-equilibrium geometry.

Results
Structure (SMILES): C[C@H](F)C1=C(CN)C(=O)OC1=O.O
Electronic energy: -728.1115 Ha
Energy relative to the best compared isomer or geometry (same formula, charge and spin): 4.5355 eV

Geometry as ORCA input:
```
! RIJCOSX wB97M-V def2-TZVPD def2/J DEFGRID3
* xyz 0 1
C 2.12012 -1.29450 -0.30615
C 1.66767 -0.14334 0.77847
F 1.70988 -0.68784 2.16737
C 0.21011 0.54043 0.48529
C -1.12686 -0.01517 0.14625
C -1.49315 -1.60662 0.00605
N -2.06044 -2.00515 1.39588
C -2.11218 1.29587 -0.07793
O -3.21401 1.43740 -0.84732
O -1.53538 2.32387 0.82561
C -0.06753 2.15934 0.63246
O 0.79157 3.18018 0.66205
H 1.97679 -1.01298 -1.43255
H 3.28969 -1.46977 -0.14973
H 1.61777 -2.32468 0.00004
H 2.49478 0.71382 0.70707
H -2.31480 -1.74230 -0.82609
H -0.54578 -2.23124 -0.25442
H -1.56370 -2.89175 1.68892
H -3.10250 -2.17920 1.31467
O 0.89590 2.30599 -2.35954
H 1.57406 2.70858 -2.92253
H 0.78801 2.93905 -1.63388
*
```

=====

Record 4
Density functional theory data (the ωB97M-V functional and the def2-TZVPD basis) for 2 unconnected molecules or ions with the total composition C5H8INS in a non-equilibrium geometry.

Results
Electronic energy: -945.7796 Ha
Energy relative to the best compared isomer or geometry (same formula, charge and spin): 3.3060 eV

Geometry as ORCA input:
```
! RIJCOSX wB97M-V def2-TZVPD def2/J DEFGRID3
* xyz 0 1
C -1.25995 -3.33051 0.79767
C 0.85210 -0.03518 -0.12604
C -1.50118 -0.91617 0.31594
C 0.39253 2.22870 0.67607
C 0.32767 1.11880 -0.36677
N -1.56106 -2.13940 0.49750
S 1.21998 -1.34682 -1.10845
I -2.97947 0.20296 -0.59081
H -1.64688 -3.89823 1.65150
H -0.64894 -3.89910 0.14849
H 1.22809 -0.00913 0.86415
H 0.67731 1.87096 1.70955
H -0.69572 2.58634 0.98568
H 0.82756 3.17662 0.29892
H -0.20122 1.39519 -1.21168
H 0.49197 -0.76059 -2.02915
*
```

=====

Record 5
Density functional theory data (the ωB97M-V functional and the def2-TZVPD basis) for CH2ClF2N3 in the gas phase in a non-equilibrium geometry.

Results
Structure (SMILES): [H]/N=C(/NCl)N(F)F
Electronic energy: -863.2534 Ha
Energy relative to the best compared isomer or geometry (same formula, charge and spin): 6.0296 eV

Geometry as ORCA input:
```
! RIJCOSX wB97M-V def2-TZVPD def2/J DEFGRID3
* xyz 0 1
H -0.55845 -2.17015 -0.06549
N 0.17928 -1.48458 -0.20279
C -0.03971 -0.31232 0.04005
N 1.15007 0.76140 -0.64095
Cl 2.25680 1.10178 0.55913
N -1.06287 0.37837 0.66704
F -1.17201 1.76675 0.47442
F -2.30972 0.01692 0.35551
H 1.55659 -0.05816 -1.18691
*
```

=====

Record 6
Density functional theory data (the ωB97M-V functional and the def2-TZVPD basis) for 2 unconnected molecules or ions with the total composition C7H14 in a non-equilibrium geometry.

Results
Structure (SMILES): C=C(C)C.C=CC
Electronic energy: -275.0516 Ha
Energy relative to the best compared isomer or geometry (same formula, charge and spin): 1.7602 eV

Geometry as ORCA input:
```
! RIJCOSX wB97M-V def2-TZVPD def2/J DEFGRID3
* xyz 0 1
C -2.00877 -1.86122 -1.91121
C -1.19622 -0.86086 -1.59812
C -0.28160 -0.19140 -2.58463
C -1.11818 -0.31759 -0.19391
H -2.61501 -2.34374 -1.15665
H -2.07129 -2.20976 -2.93446
H -0.11765 0.85619 -2.33377
H -0.67724 -0.26446 -3.59766
H 0.69859 -0.67545 -2.58558
H -1.70258 -0.93371 0.49037
H -1.47406 0.71160 -0.15342
H -0.08929 -0.34249 0.16229
C 0.27561 1.22405 2.50969
C 1.40232 0.58576 2.21467
C 2.61896 1.19158 1.59211
H -0.67218 0.70392 2.54016
H 0.24854 2.30647 2.58716
H 1.40100 -0.49998 2.29328
H 2.67265 0.93480 0.53423
H 2.63411 2.27243 1.73081
H 3.53103 0.79326 2.04612
*
```

=====

Look up the electronic energy of the sixth one. -275.0516 Ha

=====

What did the fifth record say?
Density functional theory data (the ωB97M-V functional and the def2-TZVPD basis) for CH2ClF2N3 in the gas phase in a non-equilibrium geometry.

Results
Structure (SMILES): [H]/N=C(/NCl)N(F)F
Electronic energy: -863.2534 Ha
Energy relative to the best compared isomer or geometry (same formula, charge and spin): 6.0296 eV

Geometry as ORCA input:
```
! RIJCOSX wB97M-V def2-TZVPD def2/J DEFGRID3
* xyz 0 1
H -0.55845 -2.17015 -0.06549
N 0.17928 -1.48458 -0.20279
C -0.03971 -0.31232 0.04005
N 1.15007 0.76140 -0.64095
Cl 2.25680 1.10178 0.55913
N -1.06287 0.37837 0.66704
F -1.17201 1.76675 0.47442
F -2.30972 0.01692 0.35551
H 1.55659 -0.05816 -1.18691
*
```

=====

Look up the electronic energy of the fifth one. -863.2534 Ha

=====

What did the fifth record say?
Density functional theory data (the ωB97M-V functional and the def2-TZVPD basis) for CH2ClF2N3 in the gas phase in a non-equilibrium geometry.

Results
Structure (SMILES): [H]/N=C(/NCl)N(F)F
Electronic energy: -863.2534 Ha
Energy relative to the best compared isomer or geometry (same formula, charge and spin): 6.0296 eV

Geometry as ORCA input:
```
! RIJCOSX wB97M-V def2-TZVPD def2/J DEFGRID3
* xyz 0 1
H -0.55845 -2.17015 -0.06549
N 0.17928 -1.48458 -0.20279
C -0.03971 -0.31232 0.04005
N 1.15007 0.76140 -0.64095
Cl 2.25680 1.10178 0.55913
N -1.06287 0.37837 0.66704
F -1.17201 1.76675 0.47442
F -2.30972 0.01692 0.35551
H 1.55659 -0.05816 -1.18691
*
```